DFT (ωB97M-V with the def2-TZVPD basis set) results for the molecule C2H4N2S2 in a non-equilibrium geometry.

Properties
Structure (SMILES) ... C1=NSCSN1
HOMO-LUMO gap ... 8.9 eV
E_LUMO ... 0.70 eV
HOMO level ... -0.30282 hartree

The geometry in ORCA input format:
```
! wB97M-V def2-TZVPD RIJCOSX def2/J DEFGRID3
* xyz 0 1
C -1.18 -0.38 -0.84
N -1.76 0.21 0.17
S -0.78 1.03 1.33
C 0.92 0.45 1.13
S 1.38 0.58 -0.61
N 0.14 -0.36 -1.29
H -1.85 -0.93 -1.50
H 1.13 -0.57 1.52
H 1.54 1.24 1.60
H 0.47 -1.26 -1.51
*
```



DFT (ωB97M-V with the def2-TZVPD basis set) results for a cluster of 2 separate species, C2H4N2S2 in total in a non-equilibrium geometry.

Properties
Structure (SMILES) ... SN1CS1.C#N
HOMO-LUMO gap ... 9.0 eV
E_LUMO ... 0.77 eV
HOMO level ... -0.30240 hartree

The geometry in ORCA input format:
```
! wB97M-V def2-TZVPD RIJCOSX def2/J DEFGRID3
* xyz 0 1
S -0.66 1.90 0.16
N -0.49 0.23 -0.41
C -1.66 -0.37 -0.96
S -1.00 -1.05 0.61
H 0.71 1.89 0.59
H -2.52 0.12 -1.07
H -1.42 -0.99 -1.77
C 2.31 -0.60 0.95
N 1.55 0.26 0.93
H 3.18 -1.38 0.97
*
```



DFT (ωB97M-V with the def2-TZVPD basis set) results for the molecule C2H4N2S2 in a non-equilibrium geometry.

Properties
Structure (SMILES) ... C=NS/C=N\S
HOMO-LUMO gap ... 8.5 eV
E_LUMO ... 0.06 eV
HOMO level ... -0.30825 hartree

The geometry in ORCA input format:
```
! wB97M-V def2-TZVPD RIJCOSX def2/J DEFGRID3
* xyz 0 1
C -0.37 -1.74 -1.36
N 0.15 -0.82 -0.50
S -0.07 -0.87 1.21
C 0.05 0.90 1.72
N 0.35 1.97 1.12
S 0.71 2.38 -0.41
H -0.92 -2.68 -1.12
H -0.34 -1.32 -2.49
H -0.24 1.10 2.76
H 0.68 1.07 -0.93
*
```



DFT (ωB97M-V with the def2-TZVPD basis set) results for a structure of composition C2H4N2S2 in a non-equilibrium geometry.

Properties
HOMO-LUMO gap (spin up / spin down) ... 7.5 / 7.4 eV
E_LUMO (spin up / spin down) ... -0.54 / -0.75 eV
HOMO level (spin up / spin down) ... -0.29510 / -0.30063 hartree

The geometry in ORCA input format:
```
! wB97M-V def2-TZVPD RIJCOSX def2/J DEFGRID3
* xyz 0 1
C -0.06 1.09 0.86
C -0.36 -0.40 0.86
N 0.93 1.61 0.29
N -0.45 -1.08 -1.76
S 2.08 1.05 -0.64
S 0.58 -1.19 -0.58
H -0.93 1.72 1.32
H 0.00 -0.73 1.78
H -1.47 -0.69 0.57
H -0.32 -1.38 -2.69
*
```



DFT (ωB97M-V with the def2-TZVPD basis set) results for the molecule C2H4N2S2 in a non-equilibrium geometry.

Properties
Structure (SMILES) ... [H]/N=C1/NSCS1
HOMO-LUMO gap ... 9.1 eV
E_LUMO ... 0.35 eV
HOMO level ... -0.32075 hartree

The geometry in ORCA input format:
```
! wB97M-V def2-TZVPD RIJCOSX def2/J DEFGRID3
* xyz 0 1
H -2.79 0.00 -0.45
N -2.20 -0.76 -0.20
C -0.98 -0.34 -0.08
N 0.02 -1.13 0.38
S 1.56 -0.73 -0.29
C 1.40 1.03 0.08
S -0.43 1.36 -0.11
H -0.28 -2.06 0.14
H 2.07 1.51 -0.60
H 1.62 1.13 1.13
*
```



DFT (ωB97M-V with the def2-TZVPD basis set) results for the molecule C2H4N2S3.

Properties
Structure (SMILES) ... N/C(=N\S)C(=S)S
HOMO-LUMO gap ... 7.9 eV
E_LUMO ... -0.90 eV
HOMO level ... -0.32424 hartree

The geometry in ORCA input format:
```
! wB97M-V def2-TZVPD RIJCOSX def2/J DEFGRID3
* xyz 0 1
N -0.17 -1.55 -0.18
C 0.07 -0.22 -0.04
N -0.81 0.72 0.04
S -2.44 0.23 -0.03
C 1.54 0.20 -0.03
S 2.74 -0.89 0.03
S 1.87 1.90 -0.07
H 0.61 -2.17 -0.07
H -1.09 -1.90 0.12
H -2.91 1.40 0.32
H 0.59 2.29 -0.09
*
```



DFT (ωB97M-V with the def2-TZVPD basis set) results for the molecule C2H4N2Se in a non-equilibrium geometry.

Properties
Structure (SMILES) ... C1N=NC[Se]1
HOMO-LUMO gap ... 9.4 eV
E_LUMO ... 0.63 eV
HOMO level ... -0.32149 hartree

The geometry in ORCA input format:
```
! wB97M-V def2-TZVPD RIJCOSX def2/J DEFGRID3
* xyz 0 1
C 1.29 -0.56 0.05
N -0.03 -1.04 0.98
N -1.00 -0.38 0.92
C -1.24 0.70 0.05
Se 0.49 0.68 -1.23
H 1.90 -0.07 0.90
H 1.46 -1.60 -0.17
H -2.25 0.62 -0.55
H -1.30 1.67 0.51
*
```



DFT (ωB97M-V with the def2-TZVPD basis set) results for a cluster of 2 separate species, C2H4N3 in total in a non-equilibrium geometry.

Properties
HOMO-LUMO gap (spin up / spin down) ... 11.8 / 3.4 eV
E_LUMO (spin up / spin down) ... -5.10 / -9.82 eV
HOMO level (spin up / spin down) ... -0.61963 / -0.48662 hartree

The geometry in ORCA input format:
```
! wB97M-V def2-TZVPD RIJCOSX def2/J DEFGRID3
* xyz 1 1
C -1.21 -1.45 0.06
C 1.70 1.83 0.00
N -1.57 -0.42 -0.49
N 0.91 0.94 0.07
N -0.87 -2.55 0.47
H 1.46 2.81 -0.59
H 2.71 1.98 0.44
H -2.10 -0.29 -1.37
H -1.01 -2.84 1.40
*
```



DFT (ωB97M-V with the def2-TZVPD basis set) results for a cluster of 2 separate species, C2H4N3 in total in a non-equilibrium geometry.

Properties
HOMO-LUMO gap (spin up / spin down) ... 9.1 / 8.4 eV
E_LUMO (spin up / spin down) ... -7.98 / -8.21 eV
HOMO level (spin up / spin down) ... -0.62574 / -0.60884 hartree

The geometry in ORCA input format:
```
! wB97M-V def2-TZVPD RIJCOSX def2/J DEFGRID3
* xyz 1 1
C 2.43 0.10 -0.22
C -0.17 0.02 0.07
N 3.49 0.08 0.16
N -0.75 1.21 0.01
N -0.83 -1.12 0.06
H -0.27 2.09 0.15
H -1.73 1.13 -0.23
H -0.36 -2.02 -0.16
H -1.80 -1.49 0.15
*
```



DFT (ωB97M-V with the def2-TZVPD basis set) results for the ion C2H4N3 with charge +1 in a non-equilibrium geometry.

Properties
HOMO-LUMO gap (spin up / spin down) ... 9.0 / 8.0 eV
<S²> ... 2.0099
E_LUMO (spin up / spin down) ... -3.89 / -9.12 eV
HOMO level (spin up / spin down) ... -0.47398 / -0.62768 hartree

The geometry in ORCA input format:
```
! wB97M-V def2-TZVPD RIJCOSX def2/J DEFGRID3
* xyz 1 3
C 0.88 -0.48 1.22
C -0.76 0.01 -0.74
N 1.73 -0.99 1.84
N 0.50 0.16 -0.12
N -0.30 1.30 -0.22
H -0.92 -0.16 -1.82
H -1.65 -0.30 -0.23
H 2.71 -1.17 1.95
H -0.06 2.08 -0.83
*
```



DFT (ωB97M-V with the def2-TZVPD basis set) results for a cluster of 2 separate species, C2H4N3O2P in total in a non-equilibrium geometry.

Properties
Structure (SMILES) ... [H]/N=N/N=C\P.O=C=O
HOMO-LUMO gap (spin up / spin down) ... 8.5 / 8.5 eV
E_LUMO (spin up / spin down) ... 0.00 / 0.00 eV
HOMO level (spin up / spin down) ... -0.31086 / -0.31084 hartree

The geometry in ORCA input format:
```
! wB97M-V def2-TZVPD RIJCOSX def2/J DEFGRID3
* xyz 0 1
H 1.62 -2.20 0.15
N 1.32 -1.23 0.16
N 0.11 -1.18 0.57
N -0.59 -0.33 1.04
C -1.75 0.36 0.86
P -2.19 1.34 -0.57
H -2.05 0.62 1.92
H -2.18 0.28 -1.61
H -3.72 1.07 -0.51
O 3.22 0.84 0.40
C 3.17 0.37 -0.65
O 3.04 0.08 -1.76
*
```



DFT (ωB97M-V with the def2-TZVPD basis set) results for the ion C2H4N3O4 with charge +1 in a non-equilibrium geometry.

Properties
Structure (SMILES) ... [NH2+]=C(C(=O)N[O-])[N+](=O)O
HOMO-LUMO gap (spin up / spin down) ... 6.0 / 9.1 eV
E_LUMO (spin up / spin down) ... -7.76 / -6.03 eV
HOMO level (spin up / spin down) ... -0.50655 / -0.55435 hartree

The geometry in ORCA input format:
```
! wB97M-V def2-TZVPD RIJCOSX def2/J DEFGRID3
* xyz 1 1
N -0.63 1.00 0.76
C -0.25 -0.04 -0.06
C 1.13 -0.57 -0.10
O 1.55 -1.48 -0.75
N 2.21 0.15 0.66
O 2.05 1.13 1.34
N -1.13 -0.59 -0.89
O -0.93 -1.38 -1.75
O -2.44 -0.15 -0.67
H -1.55 1.31 1.07
H 0.06 1.44 1.24
H 3.05 -0.31 0.59
H -3.11 -0.49 -1.44
*
```



DFT (ωB97M-V with the def2-TZVPD basis set) results for the molecule C2H4N3P in a non-equilibrium geometry.

Properties
Structure (SMILES) ... Cn1nncp1
HOMO-LUMO gap ... 9.9 eV
E_LUMO ... 0.54 eV
HOMO level ... -0.34465 hartree

The geometry in ORCA input format:
```
! wB97M-V def2-TZVPD RIJCOSX def2/J DEFGRID3
* xyz 0 1
C -1.84 -0.11 -0.12
N -0.12 0.03 -0.24
N 0.46 1.21 -0.12
N 1.69 1.09 0.11
C 2.12 -0.17 0.23
P 0.85 -1.32 -0.01
H -2.00 -1.10 0.26
H -2.11 0.70 0.54
H -2.20 0.04 -1.13
H 3.15 -0.37 0.48
*
```



DFT (ωB97M-V with the def2-TZVPD basis set) results for the molecule C2H4N4.

Properties
Structure (SMILES) ... [H]/N=N/C=N\N=C
HOMO-LUMO gap ... 8.6 eV
E_LUMO ... 0.19 eV
HOMO level ... -0.30821 hartree

The geometry in ORCA input format:
```
! wB97M-V def2-TZVPD RIJCOSX def2/J DEFGRID3
* xyz 0 1
H 0.02 -0.97 -2.03
N 0.31 -0.91 -1.05
N 1.50 -0.47 -0.94
C 1.65 0.08 0.29
N 0.59 0.60 0.88
N -0.52 0.45 0.18
C -1.72 0.34 0.58
H 2.64 0.30 0.67
H -1.99 0.19 1.62
H -2.47 0.39 -0.20
*
```



DFT (ωB97M-V with the def2-TZVPD basis set) results for a structure of composition C2H4N4 in a non-equilibrium geometry.

Properties
HOMO-LUMO gap ... 8.5 eV
E_LUMO ... 0.18 eV
HOMO level ... -0.30700 hartree

The geometry in ORCA input format:
```
! wB97M-V def2-TZVPD RIJCOSX def2/J DEFGRID3
* xyz 0 1
C -0.94 -0.30 0.07
C 0.40 0.02 0.23
N 1.40 -0.94 1.99
N 1.46 -0.12 1.02
N -0.96 0.33 -1.16
N 0.35 0.84 -0.94
H -1.74 -0.76 0.60
H 2.29 -0.88 2.51
H -1.68 0.95 -1.50
H 1.02 0.71 -1.69
*
```



DFT (ωB97M-V with the def2-TZVPD basis set) results for the molecule C2H4N4.

Properties
Structure (SMILES) ... [H]/N=N/C(N)=C=N
HOMO-LUMO gap ... 9.0 eV
E_LUMO ... 0.40 eV
HOMO level ... -0.31518 hartree

The geometry in ORCA input format:
```
! wB97M-V def2-TZVPD RIJCOSX def2/J DEFGRID3
* xyz 0 1
H -2.18 -1.83 -0.35
N -1.69 -0.95 -0.15
N -0.47 -1.21 -0.22
C 0.39 -0.10 0.00
N 1.78 -0.30 0.13
C -0.17 1.11 0.08
N -0.75 2.17 -0.04
H 2.27 -0.20 -0.75
H 1.96 -1.23 0.49
H -1.14 2.55 0.82
*
```



DFT (ωB97M-V with the def2-TZVPD basis set) results for the molecule C2H4N4 in a non-equilibrium geometry.

Properties
HOMO-LUMO gap (spin up / spin down) ... 8.2 / 8.9 eV
E_LUMO (spin up / spin down) ... -0.41 / -0.63 eV
HOMO level (spin up / spin down) ... -0.31531 / -0.35001 hartree

The geometry in ORCA input format:
```
! wB97M-V def2-TZVPD RIJCOSX def2/J DEFGRID3
* xyz 0 1
N 1.94 -0.13 0.00
C 0.64 -0.37 0.45
N 0.13 -1.19 1.22
N -2.32 -0.38 -0.15
N -1.54 0.58 -0.32
C -0.34 0.79 0.11
H 1.97 0.23 -0.95
H 2.56 -0.92 0.14
H -2.99 -0.40 -0.94
H -0.05 1.79 0.43
*
```



DFT (ωB97M-V with the def2-TZVPD basis set) results for a cluster of 2 separate species, C2H4N4 in total in a non-equilibrium geometry.

Properties
HOMO-LUMO gap ... 9.4 eV
E_LUMO ... 0.77 eV
HOMO level ... -0.31798 hartree

The geometry in ORCA input format:
```
! wB97M-V def2-TZVPD RIJCOSX def2/J DEFGRID3
* xyz 0 1
C -1.46 -0.24 0.08
N 0.32 0.11 0.00
C 0.83 1.15 0.27
N 2.83 -0.24 -0.38
N 2.37 -1.21 -0.64
N 0.06 -1.06 -0.35
H -1.58 0.06 1.13
H -1.93 -1.17 -0.14
H -1.77 0.58 -0.58
H 0.33 2.02 0.61
*
```



DFT (ωB97M-V with the def2-TZVPD basis set) results for the molecule C2H4N4O in a non-equilibrium geometry.

Properties
Structure (SMILES) ... [H]/N=C1\NN=CON1
HOMO-LUMO gap ... 9.8 eV
E_LUMO ... 0.77 eV
HOMO level ... -0.33305 hartree

The geometry in ORCA input format:
```
! wB97M-V def2-TZVPD RIJCOSX def2/J DEFGRID3
* xyz 0 1
H -2.60 0.64 0.29
N -2.17 -0.30 -0.04
C -0.90 -0.03 -0.05
N -0.14 1.06 0.13
N 1.14 1.08 -0.11
C 1.78 -0.02 -0.07
O 1.16 -1.18 0.29
N -0.09 -1.15 -0.31
H -0.57 2.05 0.09
H 2.88 -0.17 -0.41
H -0.50 -1.97 0.19
*
```



DFT (ωB97M-V with the def2-TZVPD basis set) results for the molecule C2H4N4O.

Properties
HOMO-LUMO gap (spin up / spin down) ... 7.3 / 8.6 eV
E_LUMO (spin up / spin down) ... -2.12 / -1.11 eV
HOMO level (spin up / spin down) ... -0.34569 / -0.35593 hartree

The geometry in ORCA input format:
```
! wB97M-V def2-TZVPD RIJCOSX def2/J DEFGRID3
* xyz 0 1
N 2.22 0.61 -0.06
C 1.13 -0.19 -0.03
N 1.01 -1.42 0.23
N -1.47 -1.42 0.40
C -1.27 -0.25 -0.08
O -2.29 0.63 -0.29
N -0.07 0.24 -0.51
H 3.06 0.30 0.39
H 2.03 1.61 -0.06
H -2.43 -1.53 0.70
H -1.92 1.42 -0.70
*
```